(1)
DFT (ωB97M-V with the def2-TZVPD basis set) results for an isolated molecule of C3H7NO2.

Last column: Mulliken charge in e.
Geometry (Å):
C  1.733  0.925  -0.003  -0.573
C  0.398  -1.058  0.209  -0.331
C  -0.896  -0.567  -0.383  -0.063
H  2.527  1.308  -0.704  0.215
H  2.089  0.957  1.077  0.233
H  0.818  1.538  -0.123  0.281
H  0.382  -0.915  1.304  0.288
H  0.570  -2.138  -0.017  0.244
H  -1.061  -0.632  -1.473  0.384
H  -3.432  0.754  0.368  0.369
N  -1.767  -0.057  0.411  -0.325
O  1.523  -0.431  -0.370  -0.350
O  -2.885  0.317  -0.294  -0.372

Properties
structure (SMILES) = COC/C=N/O
HOMO level = -10.0 eV
HOMO-LUMO gap = 11.0 eV
electronic energy = -8807.0706 eV
LUMO level = 1.06 eV

***

(2)
DFT (ωB97M-V with the def2-TZVPD basis set) results for C67H61Br2Cl2Ge2N2O7RuS4 as an isolated structure.

Last column: Mulliken charge in e.
Geometry (Å):
Ru  -0.242  0.387  0.124  1.717
C  -0.831  -1.436  5.378  -1.552
C  -0.214  -0.069  5.263  1.092
C  1.160  0.103  5.162  -0.867
C  1.729  1.354  4.949  0.979
C  3.218  1.461  4.731  -1.702
C  0.894  2.470  4.869  0.158
C  -0.489  2.323  4.999  1.807
C  -1.437  3.484  4.838  -2.073
C  -1.020  1.058  5.192  -0.696
C  1.506  3.831  4.764  -0.349
C  1.600  4.497  5.986  -0.154
C  2.233  5.721  6.093  -1.135
C  2.815  6.264  4.965  0.272
C  2.733  5.625  3.726  -0.921
C  2.034  4.412  3.591  0.207
Ge  1.764  3.568  1.799  -0.505
S  0.259  1.989  1.863  0.015
S  1.168  4.962  0.144  -0.252
Ge  2.376  3.448  -1.049  -0.062
S  1.407  1.677  -1.720  -0.952
S  3.667  2.953  0.785  0.227
C  3.224  4.332  -2.624  -0.893
C  2.529  5.290  -3.380  -0.563
C  3.103  5.811  -4.539  -0.005
C  4.346  5.390  -4.975  -0.945
C  5.023  4.422  -4.253  0.000
C  4.472  3.883  -3.094  -0.330
C  5.239  2.813  -2.386  0.284
C  5.076  1.474  -2.753  1.053
C  4.196  1.078  -3.907  -1.882
C  5.731  0.493  -2.013  -0.490
C  6.555  0.810  -0.943  0.950
C  7.203  -0.266  -0.114  -1.643
C  6.764  2.152  -0.649  -0.629
C  6.123  3.159  -1.357  0.845
C  6.336  4.600  -0.983  -1.083
C  1.163  5.787  -3.022  0.612
C  0.019  5.089  -3.407  1.848
C  0.072  3.821  -4.217  -1.565
C  -1.229  5.584  -3.025  -1.235
C  -1.364  6.755  -2.303  0.743
C  -2.715  7.247  -1.856  -1.546
C  -0.211  7.469  -1.984  -0.997
C  1.044  7.004  -2.334  0.948
C  2.274  7.764  -1.923  -1.237
C  3.531  6.314  2.661  1.306
C  3.040  7.447  2.013  0.705
C  1.611  7.896  2.159  -1.683
C  3.896  8.177  1.192  -0.797
C  5.211  7.797  0.979  1.022
C  6.094  8.546  0.019  -1.731
C  5.686  6.678  1.654  -0.793
C  4.875  5.940  2.503  0.849
C  5.452  4.766  3.249  -1.534
H  -0.072  -2.218  5.394  0.357
H  -1.482  -1.618  4.520  0.208
H  -1.441  -1.522  6.280  0.402
H  1.808  -0.768  5.214  0.230
H  3.735  0.622  5.198  0.586
H  3.628  2.390  5.131  0.379
H  3.451  1.436  3.660  0.047
H  -0.932  4.380  4.481  0.243
H  -1.929  3.726  5.784  0.403
H  -2.209  3.220  4.114  0.319
H  -2.098  0.937  5.217  0.289
H  1.173  4.021  6.861  0.499
H  2.299  6.228  7.048  0.351
H  3.360  7.199  5.023  0.483
H  2.544  6.547  -5.107  0.484
H  4.777  5.803  -5.880  0.395
H  5.991  4.063  -4.587  0.440
H  4.363  1.717  -4.776  0.382
H  3.144  1.168  -3.626  0.060
H  4.386  0.042  -4.194  0.523
H  5.576  -0.548  -2.274  0.281
H  6.863  -1.256  -0.417  0.324
H  6.954  -0.140  0.942  0.288
H  8.291  -0.236  -0.205  0.389
H  7.414  2.423  0.178  0.348
H  7.235  4.709  -0.374  0.565
H  5.490  4.970  -0.399  -0.174
H  6.431  5.235  -1.866  0.324
H  1.028  3.698  -4.725  0.235
H  -0.725  3.821  -4.964  0.606
H  -0.059  2.954  -3.567  -0.207
H  -2.116  5.018  -3.294  0.258
H  -3.511  6.611  -2.242  0.379
H  -2.896  8.269  -2.195  0.356
H  -2.784  7.243  -0.766  0.286
H  -0.295  8.395  -1.422  0.330
H  1.999  8.712  -1.459  0.432
H  2.930  7.968  -2.771  0.421
H  2.848  7.180  -1.200  -0.047
H  1.166  7.552  3.091  0.287
H  1.013  7.489  1.339  0.063
H  1.544  8.985  2.120  0.523
H  3.515  9.066  0.700  0.163
H  5.674  9.524  -0.224  0.408
H  6.199  7.989  -0.916  0.251
H  7.096  8.693  0.428  0.434
H  6.721  6.378  1.522  0.198
H  6.539  4.759  3.165  0.479
H  5.074  3.829  2.836  0.089
H  5.183  4.792  4.307  0.341
Cl  -2.794  -3.345  -6.025  -0.289
C  -1.940  -2.645  -4.662  0.164
C  -0.980  -3.416  -3.991  -0.683
C  -0.290  -2.881  -2.941  0.304
Cl  0.892  -3.836  -2.106  -0.216
C  -0.486  -1.530  -2.481  -1.139
O  0.236  -1.061  -1.559  1.114
C  -1.509  -0.809  -3.170  1.225
C  -1.871  0.536  -2.781  -0.527
O  -1.465  1.164  -1.820  -0.387
C  -2.202  -1.368  -4.254  -1.021
H  -0.788  -4.435  -4.300  0.457
H  -2.601  1.029  -3.451  0.143
H  -2.954  -0.775  -4.763  0.370
Br  5.362  -3.600  1.590  -0.234
C  4.022  -2.314  1.190  -0.596
C  3.839  -1.905  -0.117  -0.860
C  2.851  -0.969  -0.365  -1.084
N  2.078  -0.457  0.593  1.931
C  2.256  -0.893  1.835  -0.573
C  3.234  -1.808  2.196  -0.588
H  4.437  -2.300  -0.925  0.653
H  2.685  -0.583  -1.361  0.599
H  1.599  -0.467  2.582  0.013
H  3.328  -2.139  3.220  0.614
O  -4.208  0.449  1.756  -0.751
N  -2.997  0.427  1.519  0.408
O  -2.600  0.593  0.308  -0.406
O  -2.158  0.209  2.402  -0.099
Br  -2.463  -7.480  2.939  -0.265
C  -2.716  -5.668  2.383  -0.025
C  -4.010  -5.183  2.273  -0.339
C  -4.187  -3.868  1.865  -0.829
C  -3.091  -3.068  1.568  -0.400
C  -1.803  -3.570  1.695  0.593
C  -1.612  -4.885  2.109  -0.388
C  -0.582  -2.701  1.415  -0.240
O  0.510  -3.098  1.827  -0.635
O  -0.846  -1.629  0.791  -0.280
H  -4.854  -5.818  2.505  0.390
H  -5.187  -3.463  1.773  0.426
H  -3.231  -2.049  1.238  0.338
H  -0.602  -5.255  2.214  0.566

Properties
HOMO level (spin up / spin down) = -2.9 / -3.4 eV
<S²> = 8.762
HOMO-LUMO gap (spin up / spin down) = 6.5 / 7.0 eV
net charge = -2
electronic energy = -411873.7406 eV
LUMO level (spin up / spin down) = 3.65 / 3.65 eV
spin multiplicity = 6

***

(3)
DFT (ωB97M-V with the def2-TZVPD basis set) results for C15H22IrN7O10P2 as an isolated structure.

Last column: Mulliken charge in e.
Geometry (Å):
Ir  0.603  -0.366  -1.416  1.902
O  -1.124  -1.553  -1.056  -0.635
P  -0.190  -2.867  -0.569  1.178
O  -0.858  -4.125  -0.889  -0.791
O  1.107  -2.452  -1.278  -0.715
O  -0.053  -2.541  0.979  -0.498
P  1.103  -1.509  1.572  0.519
O  2.437  -2.364  1.398  -0.634
O  0.818  -1.241  2.980  -0.659
O  1.163  -0.344  0.578  -0.149
H  -1.713  -1.187  -0.366  0.315
H  2.621  -2.513  0.459  0.381
N  2.310  0.751  -1.724  -0.582
C  1.997  2.076  -2.311  -0.575
C  0.493  2.324  -2.353  0.628
O  0.062  3.341  -2.844  -0.713
O  -0.254  1.402  -1.806  -0.869
H  2.704  0.875  -0.791  0.235
H  2.920  0.210  -2.323  0.428
H  2.435  2.174  -3.302  0.422
H  2.406  2.849  -1.665  0.290
N  -1.389  -3.751  -4.075  -0.325
C  -1.319  -3.030  -5.202  0.623
N  -1.823  -3.562  -6.326  -0.373
N  -0.826  -1.803  -5.302  -0.766
C  -0.294  -1.264  -4.246  0.782
N  0.202  -0.744  -3.343  -0.181
H  -1.593  -4.735  -4.103  0.214
H  -0.962  -3.435  -3.217  0.102
H  -2.259  -4.464  -6.342  0.191
H  -1.761  -3.023  -7.171  0.251
C  -0.532  1.284  4.554  -1.194
N  0.459  1.519  3.532  -0.032
N  0.146  1.955  2.253  0.459
C  1.351  2.211  1.562  0.438
O  1.399  2.508  0.368  -0.640
C  2.380  1.993  2.528  -1.316
C  1.793  1.554  3.681  1.097
C  2.421  1.129  4.961  -1.567
C  -1.088  1.622  1.646  0.196
C  -1.624  2.500  0.712  -0.435
C  -2.812  2.183  0.072  -0.672
C  -3.487  1.011  0.378  -0.225
C  -2.953  0.138  1.322  -1.369
C  -1.744  0.428  1.941  0.864
H  -1.477  1.722  4.244  0.375
H  -0.222  1.766  5.481  0.421
H  -0.669  0.215  4.726  0.320
H  3.435  2.094  2.342  0.413
H  3.499  1.245  4.896  0.374
H  2.190  0.079  5.151  0.293
H  2.061  1.720  5.805  0.354
H  -1.089  3.405  0.465  0.421
H  -3.199  2.856  -0.680  0.410
H  -4.424  0.778  -0.111  0.410
H  -3.479  -0.773  1.587  0.375
H  -1.303  -0.272  2.636  0.237

Properties
HOMO level = -7.6 eV
HOMO-LUMO gap = 7.6 eV
electronic energy = -68243.4774 eV
LUMO level = 0.06 eV

***

(4)
DFT (ωB97M-V with the def2-TZVPD basis set) results for an isolated molecule of C10H14N2OS.

Last column: Mulliken charge in e.
Geometry (Å):
C  2.330  2.197  1.571  -0.942
C  1.831  1.519  0.293  -0.285
C  1.134  -0.870  1.509  0.455
C  -0.847  -0.015  0.218  -0.401
C  -1.345  1.288  0.086  -0.203
C  -2.081  1.597  -0.947  -0.562
C  -2.540  0.594  -1.792  -0.439
C  -2.273  -0.794  -1.568  -0.913
C  -1.199  -0.979  -0.655  0.982
C  -0.330  -3.108  -1.535  -1.007
H  3.324  1.754  1.932  0.272
H  2.685  3.353  1.170  0.290
H  1.590  2.363  2.536  0.221
H  2.489  1.912  -0.530  0.397
H  0.914  1.785  -0.070  0.223
H  2.565  -1.696  2.442  0.295
H  -0.663  -0.152  2.373  0.266
H  -1.238  2.155  0.720  0.403
H  -2.562  2.649  -0.926  0.240
H  -3.150  0.713  -2.589  0.506
H  -2.615  -1.489  -2.299  0.383
H  0.212  -3.993  -1.037  0.269
H  -1.309  -3.527  -1.735  0.379
H  0.018  -2.887  -2.481  0.409
N  1.523  -1.706  2.314  -0.743
N  -0.119  -0.219  1.476  -0.039
O  -0.417  -2.121  -0.496  -0.256
S  2.071  -0.323  0.019  -0.201

Properties
structure (SMILES) = [H]/N=C(/Nc1ccccc1OC)SCC
HOMO level = -8.4 eV
HOMO-LUMO gap = 9.1 eV
electronic energy = -26456.3178 eV
LUMO level = 0.75 eV

***

(5)
DFT (ωB97M-V with the def2-TZVPD basis set) results for C26H30F6KN11O6S4 as an isolated structure.

Last column: Mulliken charge in e.
Geometry (Å):
K  -0.980  -0.867  0.860  0.995
S  -0.109  2.173  1.115  -0.674
C  -0.789  2.976  -0.245  -0.110
N  -0.830  4.263  -0.437  -0.494
N  -0.315  4.993  0.574  0.313
C  -0.261  6.356  0.509  0.445
C  -0.721  7.069  -0.608  -0.374
C  -0.638  8.450  -0.629  -0.435
C  -0.103  9.162  0.439  -0.562
C  0.351  8.454  1.547  -0.419
C  0.277  7.075  1.589  -0.484
N  -1.325  2.340  -1.408  -0.404
N  -1.344  1.102  -1.415  0.910
C  -1.858  0.564  -2.644  0.010
C  -2.093  1.335  -3.779  -0.386
C  -2.553  0.731  -4.937  -0.598
C  -2.784  -0.640  -4.971  -0.422
C  -2.548  -1.404  -3.839  -0.669
C  -2.079  -0.805  -2.679  0.170
H  0.017  4.469  1.384  0.032
H  -1.138  6.515  -1.437  0.388
H  -1.000  8.983  -1.501  0.325
H  -0.044  10.242  0.411  0.347
H  0.770  8.985  2.394  0.319
H  0.630  6.531  2.457  0.358
H  -1.900  2.398  -3.736  0.439
H  -2.726  1.332  -5.822  0.348
H  -3.139  -1.108  -5.882  0.360
H  -2.710  -2.475  -3.855  0.401
H  -1.861  -1.416  -1.814  -0.005
N  1.257  -1.111  2.751  0.031
N  2.278  -2.068  2.937  -0.415
C  2.422  -3.111  1.972  0.268
O  2.979  -4.140  2.394  -0.796
O  2.037  -2.875  0.794  -0.530
H  1.595  -0.193  3.013  0.128
H  0.440  -1.320  3.314  0.129
H  2.336  -2.460  3.865  0.234
N  -0.947  -3.277  -0.536  -0.817
C  -0.062  -3.868  -0.993  0.434
N  0.894  -4.580  -1.545  0.210
C  1.761  -5.448  -0.749  -0.716
C  3.251  -5.172  -1.034  -0.572
C  3.426  -4.254  -2.241  -0.147
C  2.526  -4.729  -3.375  -0.664
C  1.058  -4.513  -2.997  -0.584
H  1.503  -6.491  -0.973  0.423
H  1.552  -5.253  0.299  0.191
H  3.753  -6.126  -1.234  0.450
H  3.695  -4.732  -0.143  0.239
H  4.472  -4.243  -2.556  0.419
H  3.152  -3.232  -1.972  -0.236
H  2.718  -5.791  -3.567  0.344
H  2.727  -4.190  -4.303  0.372
H  0.411  -5.252  -3.489  0.304
H  0.746  -3.515  -3.305  0.165
C  2.141  2.269  -2.486  -0.879
N  2.475  1.272  -1.495  0.332
C  3.068  1.540  -0.273  -0.776
C  3.098  0.380  0.408  -0.449
N  2.528  -0.582  -0.395  0.583
C  2.152  -0.049  -1.573  0.058
S  1.495  -0.856  -2.912  -0.558
H  3.044  2.771  -2.840  0.337
H  1.455  3.003  -2.059  0.267
H  1.658  1.759  -3.317  0.253
H  3.339  2.538  0.019  0.437
H  3.440  0.149  1.401  0.544
H  2.326  -1.549  -0.043  -0.019
F  -1.871  1.289  4.847  -0.232
C  -3.048  1.189  4.235  0.623
F  -4.010  1.290  5.159  -0.260
F  -3.178  2.207  3.392  -0.212
S  -3.173  -0.439  3.304  1.262
O  -1.841  -0.994  3.364  -0.578
O  -3.660  -0.079  2.003  -0.790
N  -4.270  -1.257  4.067  -0.661
S  -4.041  -2.001  5.437  1.064
O  -5.316  -2.329  6.004  -0.676
O  -3.024  -1.429  6.274  -0.629
C  -3.362  -3.657  4.957  0.652
F  -4.055  -4.188  3.946  -0.249
F  -3.462  -4.487  6.007  -0.241
F  -2.083  -3.594  4.604  -0.190

Properties
HOMO level = -2.5 eV
HOMO-LUMO gap = 6.6 eV
net charge = -2
electronic energy = -132099.6639 eV
LUMO level = 4.05 eV

***

Across the entries above, energy above the lowest of the compared OMol25 structures with the same formula, charge and spin takes the values 333.7, 0.0, 101.1, 402.9, 0.0 kJ/mol, respectively.